(1)
Entry from the Open Molecules 2025 dataset: a 6-piece molecular cluster, C8H29NO6 overall in a non-equilibrium geometry (the ωB97M-V functional and the def2-TZVPD basis).

Results
ΔE to the lowest compared entry with this formula, charge and spin = 45.8 kcal per mole
E_LUMO = 0.33 eV
F_max = 2.22 eV/Å
SMILES = COC[C@H](C)N.CO.CO.CO.CO.O
E = -828.282392 Ha

CARTESIAN COORDINATES (ANGSTROEM)
C -0.790 0.339 3.110
O -0.555 -1.035 2.886
C -1.697 -1.638 2.319
C -1.390 -3.124 2.040
C -0.394 -3.223 0.918
N -2.576 -3.933 1.783
H -1.346 0.522 4.041
H -1.258 0.838 2.255
H 0.180 0.811 3.283
H -2.502 -1.558 3.036
H -1.874 -1.176 1.368
H -0.942 -3.535 2.968
H -0.839 -2.749 0.033
H -0.218 -4.268 0.672
H 0.455 -2.596 1.106
H -3.399 -3.562 2.262
H -2.883 -3.849 0.811
C -0.367 0.092 -0.955
O 0.896 -0.242 -0.537
H -0.859 0.185 0.009
H -0.433 1.074 -1.426
H -0.802 -0.666 -1.611
H 1.488 -0.123 -1.305
C 3.021 -0.398 -3.769
O 2.882 0.076 -2.402
H 3.333 -1.439 -3.745
H 2.034 -0.168 -4.118
H 3.733 0.205 -4.328
H 3.697 -0.127 -1.911
C -1.791 3.025 -3.497
O -0.716 3.772 -2.903
H -1.934 3.280 -4.543
H -1.572 1.980 -3.412
H -2.703 3.348 -3.010
H 0.157 3.434 -3.135
C 0.880 3.145 0.542
O 0.706 3.269 1.961
H 1.406 2.214 0.311
H -0.063 3.069 0.002
H 1.467 3.993 0.192
H 0.865 4.180 2.205
O 2.599 -1.072 2.279
H 2.245 -1.055 1.380
H 1.863 -1.315 2.836

Atom charges from the Löwdin analysis, given in e for atoms 1 to 4: C -0.104; O -0.198; C -0.209; C -0.442

(2)
Entry from the Open Molecules 2025 dataset: a 6-piece molecular cluster, C8H29NO7 overall in a non-equilibrium geometry (the ωB97M-V functional and the def2-TZVPD basis).

Results
ΔE to the lowest compared entry with this formula, charge and spin = 52.0 kcal per mole
E_LUMO = 0.44 eV
F_max = 3.93 eV/Å
SMILES = COCCNCCOC.CO.CO.O.O.O
E = -903.489642 Ha

CARTESIAN COORDINATES (ANGSTROEM)
C 1.083 0.966 -3.101
O 0.078 1.133 -2.171
C -0.382 2.503 -1.988
C -1.489 2.459 -0.938
N -0.923 2.232 0.439
C -2.095 2.081 1.306
C -1.939 1.477 2.721
O -1.451 0.124 2.539
C -0.958 -0.461 3.721
H 0.933 1.061 -4.176
H 1.599 0.021 -2.930
H 1.868 1.652 -2.782
H -0.922 2.762 -2.899
H 0.382 3.234 -1.726
H -2.150 1.631 -1.197
H -2.059 3.386 -0.888
H -0.433 1.351 0.380
H -2.885 1.529 0.796
H -2.507 3.062 1.541
H -2.893 1.502 3.249
H -1.247 2.133 3.249
H -1.540 -0.304 4.629
H -0.004 0.042 3.881
H -0.807 -1.532 3.588
C 4.032 1.810 2.933
O 4.136 2.835 3.947
H 4.007 0.789 3.314
H 3.236 2.105 2.249
H 4.964 1.718 2.375
H 4.240 3.669 3.483
C 1.212 -1.880 -0.025
O -0.078 -2.147 0.266
H 1.707 -2.337 -0.882
H 1.269 -0.808 -0.216
H 1.735 -1.959 0.928
H -0.431 -1.633 0.997
O 0.486 -4.099 -5.165
H 1.288 -4.506 -5.492
H 0.742 -3.200 -4.955
O -3.280 -2.757 -3.240
H -2.585 -2.149 -2.990
H -4.009 -2.542 -2.657
O -0.946 -5.817 -0.888
H -0.848 -4.900 -0.630
H -0.136 -6.236 -0.596

Atom charges from the Löwdin analysis, given in e for atoms 1 to 4: C -0.149; O -0.200; C -0.181; C -0.200

(3)
Entry from the Open Molecules 2025 dataset: C8H2BeN2O7S3 as an isolated structure (the ωB97M-V functional and the def2-TZVPD basis).

Results
E_LUMO = 4.22 eV
F_max = 0.69 eV/Å
Net charge = -2
E = -2151.683857 Ha

CARTESIAN COORDINATES (ANGSTROEM)
Be -2.408 0.555 -0.759
S -5.856 2.367 -2.353
C -4.432 1.725 -1.755
S -3.846 2.058 -0.168
S -3.424 0.662 -2.664
O -1.741 -2.581 1.108
C -1.580 -1.506 0.540
O -2.515 -0.818 -0.013
C -0.185 -0.918 0.471
C 0.849 -1.612 1.051
C 2.156 -1.121 1.020
C 2.422 0.096 0.387
C 1.397 0.786 -0.186
C 0.043 0.328 -0.184
O -0.861 1.022 -0.748
N 1.712 2.059 -0.835
O 1.549 3.077 -0.193
O 2.085 2.025 -1.993
N 3.224 -1.842 1.624
O 4.359 -1.366 1.585
O 2.987 -2.915 2.164
H 0.628 -2.552 1.537
H 3.436 0.470 0.365

Atom charges from the Löwdin analysis, given in e for atoms 1 to 4: Be -0.216; S 0.275; C -1.845; S 0.498

(4)
Entry from the Open Molecules 2025 dataset: a 7-piece molecular cluster, C8H30N8O7 overall in a non-equilibrium geometry (the ωB97M-V functional and the def2-TZVPD basis).

Results
ΔE to the lowest compared entry with this formula, charge and spin = 4.3 kcal per mole
E_LUMO = 0.14 eV
F_max = 1.79 eV/Å
SMILES = NC(N)=O.NC(N)=O.NC(N)=O.NC(N)=O.CCO.CO.CO
E = -1287.655921 Ha

CARTESIAN COORDINATES (ANGSTROEM)
N 9.605 -15.501 5.027
C 8.601 -16.155 4.405
N 8.794 -17.493 4.195
O 7.553 -15.562 4.122
H 10.453 -15.960 5.295
H 9.411 -14.541 5.235
H 9.660 -17.930 4.431
H 8.118 -17.894 3.568
N 7.935 -10.205 13.089
C 8.556 -11.416 13.005
N 7.672 -12.459 12.808
O 9.764 -11.600 12.973
H 8.466 -9.402 13.377
H 6.955 -10.209 13.295
H 8.037 -13.392 12.735
H 6.749 -12.276 12.465
N 13.758 -12.964 10.424
C 13.482 -13.712 11.523
N 12.156 -13.918 11.728
O 14.369 -14.135 12.270
H 13.046 -12.659 9.786
H 14.721 -12.903 10.149
H 11.916 -14.341 12.604
H 11.489 -13.572 11.048
N 8.244 -13.678 9.844
C 9.467 -13.520 9.288
N 9.582 -14.092 8.064
O 10.340 -12.839 9.854
H 8.014 -13.250 10.728
H 7.568 -14.314 9.447
H 8.867 -14.712 7.731
H 10.307 -13.761 7.450
C 12.451 -12.473 7.097
C 11.427 -11.804 6.191
O 10.836 -12.869 5.427
H 13.275 -12.840 6.476
H 12.107 -13.387 7.571
H 12.859 -11.697 7.742
H 11.892 -11.095 5.505
H 10.735 -11.265 6.843
H 10.092 -12.532 4.913
C 10.367 -9.302 10.056
O 10.516 -10.225 9.008
H 10.762 -8.311 9.838
H 9.346 -9.210 10.447
H 10.949 -9.679 10.909
H 10.346 -11.132 9.317
C 7.110 -17.333 8.371
O 6.777 -16.046 8.878
H 6.297 -18.056 8.423
H 7.338 -17.255 7.298
H 8.066 -17.608 8.808
H 6.042 -15.659 8.391

Atom charges from the Löwdin analysis, given in e for atoms 1 to 4: N 0.160; C -0.688; N 0.150; O -0.001